{"formula": "C6H8", "method": "ωB97M-V/def2-TZVPD", "gap_ev": 10.7, "multiplicity": 1, "e_above_lowest_kj_mol": 163.03, "total_energy_ha": -233.3249, "smiles": "C#CCCC=C", "symbols": ["C", "H", "H", "H", "H", "H", "C", "H", "H", "C", "C", "H", "C", "C"], "xyz": [[0.92351, 0.25574, 0.75650], [-2.50163, 0.80517, 0.36541], [2.82490, -1.09129, -2.16673], [-0.48769, 1.86003, 1.07754], [-0.73747, -1.56568, -0.46747], [0.59245, -0.54977, 1.42323], [2.28148, -0.73086, -1.32249], [-2.57856, -1.52507, -0.29757], [1.60482, 0.88858, 1.33761], [-1.57192, 0.27582, 0.15629], [1.66512, -0.30782, -0.37534], [-0.07714, 1.60613, -0.60430], [-1.63088, -1.00061, -0.21330], [-0.30700, 1.07963, 0.33063]]}